Below is 2 unconnected molecules or ions with the total composition C4H8O3, with properties calculated with wB97M-V/def2-TZVPD.

```
! wB97M-V def2-TZVPD RIJCOSX def2/J DEFGRID3
* xyz 0 1
C -1.816 0.576 -0.643
C -0.648 0.141 -1.106
C -0.045 -1.180 -0.726
O 1.354 -1.037 -0.418
C 1.662 -0.858 0.866
O 0.881 -0.852 1.786
H -2.251 1.511 -0.986
H -2.386 0.008 0.090
H -0.084 0.726 -1.832
H -0.069 -1.869 -1.575
H -0.564 -1.626 0.126
H 2.749 -0.739 0.967
O 0.649 1.977 1.203
H -0.104 1.849 0.612
H 0.560 1.244 1.827
*
```

- SMILES string = C=CCOC=O.O
- relative energy (zero: lowest compared OMol25 entry of this formula, charge and spin) (kcal/mol) = 35.92
- E_HOMO (eV) = -10.543

***

Below is a molecular structure, C17H16ClN3O7OsS3 at a distorted geometry, with properties calculated with wB97M-V/def2-TZVPD.

```
! wB97M-V def2-TZVPD RIJCOSX def2/J DEFGRID3
* xyz 0 1
Os -0.383 -0.187 0.011
C -1.675 0.694 -4.967
S -2.257 1.937 -3.800
C -1.412 1.507 -2.347
S -0.337 0.158 -2.252
N -1.639 2.251 -1.305
N -0.833 1.764 -0.283
C -0.484 2.596 0.644
C 0.480 2.072 1.562
C 0.969 2.724 2.687
C 1.870 2.062 3.489
C 2.270 0.770 3.150
C 1.754 0.173 2.026
N 0.882 0.820 1.230
H -2.018 1.035 -5.942
H -2.098 -0.283 -4.746
H -0.589 0.639 -4.983
H -0.849 3.613 0.640
H 0.614 3.717 2.924
H 2.254 2.535 4.383
H 2.974 0.222 3.759
H 2.019 -0.824 1.707
O -1.908 0.059 2.228
S -2.079 -1.242 1.573
O -2.947 -2.206 2.134
O -2.341 -0.884 0.071
O -0.593 -1.723 1.352
C 0.775 -4.992 1.265
C -0.165 -5.324 0.137
C -1.439 -5.813 0.420
C -2.301 -6.173 -0.597
Cl -3.902 -6.775 -0.205
C -1.920 -6.077 -1.922
C -0.665 -5.570 -2.215
C 0.185 -5.175 -1.201
O 1.423 -4.684 -1.604
C 1.864 -3.445 -1.116
C 0.823 -2.372 -1.051
O 1.249 -1.262 -0.414
O -0.306 -2.440 -1.493
H 0.445 -5.484 2.179
H 0.800 -3.919 1.473
H 1.789 -5.328 1.046
H -1.755 -5.916 1.450
H -2.597 -6.378 -2.708
H -0.339 -5.450 -3.240
H 2.639 -3.103 -1.805
H 2.316 -3.532 -0.126
*
```

- relative energy (zero: lowest compared OMol25 entry of this formula, charge and spin) (kcal/mol) = 0.00
- E_HOMO (alpha / beta) (eV) = -8.289 / -8.289

***

Below is a gas-phase ion, C13H21FNO2 (charge +1), with properties calculated with wB97M-V/def2-TZVPD.

```
! wB97M-V def2-TZVPD RIJCOSX def2/J DEFGRID3
* xyz 1 1
C -2.695 -2.909 0.102
C -2.372 -1.767 -0.848
C -1.231 -2.121 -1.790
N -1.962 -0.570 -0.059
C -2.999 0.119 0.735
C -2.455 1.513 1.046
O -2.064 2.076 -0.196
C -0.999 3.009 -0.142
C 0.316 2.381 -0.631
O 0.447 1.112 -0.010
C 1.669 0.488 -0.018
C 2.827 0.956 -0.622
C 4.000 0.221 -0.537
C 4.041 -0.985 0.138
C 2.891 -1.478 0.734
C 1.735 -0.739 0.643
F 0.578 -1.221 1.200
H -2.948 -3.798 -0.468
H -3.543 -2.673 0.738
H -1.836 -3.143 0.726
H -3.260 -1.491 -1.425
H -1.512 -2.967 -2.408
H -0.339 -2.396 -1.232
H -0.993 -1.290 -2.451
H -1.173 -0.833 0.551
H -1.601 0.179 -0.682
H -3.225 -0.425 1.651
H -3.901 0.208 0.126
H -3.229 2.128 1.520
H -1.597 1.438 1.724
H -1.256 3.842 -0.800
H -0.879 3.387 0.876
H 1.142 3.044 -0.359
H 0.299 2.252 -1.720
H 2.826 1.888 -1.162
H 4.890 0.604 -1.010
H 4.960 -1.545 0.201
H 2.883 -2.417 1.264
*
```

- SMILES string = CC(C)[NH2+]CCOCCOc1ccccc1F
- E_HOMO (eV) = -11.898

***

Below is 2 unconnected molecules or ions with the total composition C2H4FNO3 at a distorted geometry, with properties calculated with wB97M-V/def2-TZVPD.

```
! wB97M-V def2-TZVPD RIJCOSX def2/J DEFGRID3
* xyz 0 1
C -0.668 -1.100 -0.030
C 0.778 -0.820 -0.272
O 1.637 -1.453 -0.804
N 1.308 0.558 0.275
O 2.493 0.660 0.237
O 0.514 1.347 0.780
H -1.256 -0.130 -0.036
H -0.858 -1.797 -0.763
H -0.670 -1.523 0.994
F -1.970 1.804 -0.380
H -1.309 2.454 -0.002
*
```

- SMILES string = CC(=O)[N+](=O)[O-].F
- relative energy (zero: lowest compared OMol25 entry of this formula, charge and spin) (kcal/mol) = 18.09
- E_HOMO (eV) = -10.979

***

Below is 2 unconnected molecules or ions with the total composition C3H5N2O2P at a distorted geometry, with properties calculated with wB97M-V/def2-TZVPD.

```
! wB97M-V def2-TZVPD RIJCOSX def2/J DEFGRID3
* xyz 0 1
C 0.342 -1.047 -0.197
C -0.249 -0.687 -1.378
C -0.411 -1.253 0.937
N -1.715 -0.926 1.139
N 0.426 1.554 0.334
O -3.729 0.220 -0.208
O -1.514 -0.378 -1.416
P -2.287 0.117 0.013
H 1.346 -1.365 -0.288
H 0.099 -0.702 -2.429
H 0.118 -1.800 1.681
H 0.372 2.241 1.062
H 0.055 1.878 -0.685
*
```

- relative energy (zero: lowest compared OMol25 entry of this formula, charge and spin) (kcal/mol) = 50.13
- E_HOMO (alpha / beta) (eV) = -9.671 / -8.363

***

Below is 2 unconnected molecules or ions with the total composition C2H7BrN at a distorted geometry, with properties calculated with wB97M-V/def2-TZVPD.

```
! wB97M-V def2-TZVPD RIJCOSX def2/J DEFGRID3
* xyz 1 1
C 0.495 0.299 1.228
C -0.154 -0.673 -1.529
N -0.600 0.458 0.233
Br 1.673 -0.733 -1.638
H 0.326 1.099 1.978
H 0.270 -0.621 1.793
H 1.325 0.435 0.727
H -0.664 -1.511 -1.252
H -0.664 -0.084 -2.168
H -0.668 1.437 0.105
H -1.339 -0.105 0.523
*
```

- relative energy (zero: lowest compared OMol25 entry of this formula, charge and spin) (kcal/mol) = 45.71
- E_HOMO (alpha / beta) (eV) = -15.812 / -15.812

***

Below is 2 unconnected molecules or ions with the total composition C4H7NO2, with properties calculated with wB97M-V/def2-TZVPD.

```
! wB97M-V def2-TZVPD RIJCOSX def2/J DEFGRID3
* xyz 0 1
O -1.640 -1.634 -0.492
C -0.648 -1.181 -1.014
C 0.584 -0.812 -0.195
N 0.356 -0.944 1.251
C 0.047 0.500 1.398
C 0.874 0.674 0.139
O 1.679 1.463 -0.257
H -0.580 -1.091 -2.115
H 1.449 -1.334 -0.622
H -0.426 -1.560 1.454
H -1.010 0.754 1.214
H 0.401 0.993 2.307
H -0.891 2.177 -1.455
H -0.182 2.019 -1.606
*
```

- SMILES string = O=C[C@@H]1NCC1=O.[H][H]
- relative energy (zero: lowest compared OMol25 entry of this formula, charge and spin) (kcal/mol) = 77.86
- E_HOMO (eV) = -9.983

***

Below is 3 unconnected molecules or ions with the total composition C36H75ClN4O7 at a distorted geometry, with properties calculated with wB97M-V/def2-TZVPD.

```
! wB97M-V def2-TZVPD RIJCOSX def2/J DEFGRID3
* xyz 0 1
C 5.161 0.531 2.805
C 4.191 0.104 1.679
C 4.959 -0.805 0.737
C 4.164 -1.352 -0.462
O 4.655 -2.560 -0.936
C 6.050 -2.760 -0.969
C 6.873 -1.763 -1.784
O 4.056 -0.465 -1.559
C 4.640 0.813 -1.416
C 4.513 1.566 -2.751
N 3.812 2.853 -2.576
C 3.218 3.349 -3.828
C 1.705 3.218 -3.802
C 1.311 1.752 -3.749
O 1.183 3.764 -5.003
O 2.872 -1.547 0.055
C 2.016 -2.425 -0.593
O 1.544 -1.989 -1.844
C 2.193 -2.665 -2.899
C 1.727 -2.167 -4.270
C 0.830 -2.666 0.410
C 0.648 -1.485 1.349
C 0.443 -0.079 0.749
C -0.275 0.110 -0.583
Cl -0.432 0.893 2.024
N 1.170 -3.895 1.231
C 2.251 -3.891 1.814
O 3.296 -3.883 2.429
N -0.415 -3.029 -0.292
C -0.281 -4.335 -0.963
C -1.292 -4.463 -2.090
N -1.129 -3.475 -3.146
C -1.525 -3.183 0.659
C -2.487 -2.003 0.618
C -3.034 -1.693 -0.713
O -3.796 -2.317 0.336
H 6.135 0.785 2.408
H 5.270 -0.322 3.471
H 4.756 1.336 3.406
H 3.830 1.024 1.230
H 3.386 -0.405 2.184
H 5.164 -1.701 1.323
H 5.931 -0.424 0.456
H 6.186 -3.720 -1.452
H 6.500 -2.901 0.012
H 6.264 -1.319 -2.566
H 7.322 -0.971 -1.195
H 7.691 -2.293 -2.259
H 4.130 1.453 -0.704
H 5.704 0.769 -1.206
H 3.952 0.950 -3.442
H 5.490 1.732 -3.213
H 4.523 3.531 -2.343
H 3.410 4.412 -3.949
H 3.635 2.850 -4.704
H 1.323 3.721 -2.916
H 1.673 1.302 -4.667
H 0.230 1.636 -3.699
H 1.715 1.230 -2.888
H 0.683 3.084 -5.451
H 2.427 -3.412 -0.792
H 3.273 -2.554 -2.877
H 2.010 -3.741 -2.879
H 2.534 -1.612 -4.731
H 0.813 -1.594 -4.217
H 1.569 -3.024 -4.917
H 1.546 -1.404 1.951
H -0.125 -1.654 2.085
H 1.406 0.400 0.695
H -0.512 -0.784 -1.140
H 0.319 0.754 -1.223
H -1.200 0.650 -0.425
H -0.503 -5.164 -0.289
H 0.709 -4.534 -1.359
H -1.247 -5.459 -2.519
H -2.302 -4.361 -1.697
H -0.790 -2.597 -2.785
H -0.542 -3.830 -3.882
H -1.217 -3.275 1.697
H -2.192 -4.002 0.421
H -2.284 -1.175 1.263
H -3.446 -0.712 -0.850
H -2.882 -2.375 -1.527
C -0.661 6.602 6.855
C 0.249 6.414 5.645
C -0.449 5.753 4.457
C -0.962 4.336 4.717
C 0.103 3.337 5.166
C 1.195 3.112 4.125
H -1.020 5.648 7.243
H -0.125 7.103 7.663
H -1.528 7.214 6.599
H 1.131 5.836 5.936
H 0.617 7.394 5.328
H 0.237 5.743 3.605
H -1.296 6.376 4.155
H -1.432 3.965 3.800
H -1.756 4.366 5.468
H -0.388 2.380 5.365
H 0.551 3.653 6.112
H 0.769 2.754 3.190
H 1.908 2.364 4.478
H 1.753 4.029 3.922
C -7.457 -1.585 1.552
C -7.195 -1.765 0.060
C -7.191 -0.449 -0.717
C -8.514 0.320 -0.699
C -9.718 -0.456 -1.230
C -9.583 -0.855 -2.697
H -8.440 -1.152 1.743
H -7.418 -2.547 2.064
H -6.703 -0.936 2.002
H -7.935 -2.453 -0.361
H -6.223 -2.243 -0.067
H -6.901 -0.652 -1.752
H -6.411 0.199 -0.306
H -8.392 1.233 -1.290
H -8.730 0.651 0.321
H -10.606 0.172 -1.121
H -9.897 -1.347 -0.621
H -9.445 0.025 -3.328
H -10.480 -1.374 -3.036
H -8.737 -1.525 -2.856
*
```

- SMILES string = CCC[C@](OCC)(OCCNC[C@H](C)O)O[C@H](OCC)[C@](C[C@@H](C)Cl)(N=C=O)N(CCN)C[C@H]1CO1.CCCCCC.CCCCCC
- E_HOMO (eV) = -8.996

***

Below is a molecular structure, C4H8N2O at a distorted geometry, with properties calculated with wB97M-V/def2-TZVPD.

```
! wB97M-V def2-TZVPD RIJCOSX def2/J DEFGRID3
* xyz 0 1
C -0.425 -0.713 0.347
C -1.532 1.686 0.973
C 0.486 -0.203 -0.550
C 1.395 0.515 -1.140
O -0.360 0.935 1.127
N 0.521 -2.198 -1.151
N 1.462 -2.823 -0.773
H 2.038 -2.403 0.007
H -0.077 -1.299 1.194
H -1.442 -0.865 -0.002
H -2.055 1.468 0.026
H -2.234 1.485 1.795
H -1.292 2.756 0.978
H 2.007 0.095 -1.930
H 1.508 1.564 -0.900
*
```

- relative energy (zero: lowest compared OMol25 entry of this formula, charge and spin) (kcal/mol) = 182.37
- E_HOMO (alpha / beta) (eV) = -7.451 / -7.468

***

Below is a molecular structure, C22H43InNO5, with properties calculated with wB97M-V/def2-TZVPD.

```
! wB97M-V def2-TZVPD RIJCOSX def2/J DEFGRID3
* xyz -1 1
C 1.761 2.857 -1.235
C 0.619 2.506 -1.375
C -0.768 2.058 -1.473
C -1.358 2.171 -2.903
C -2.432 3.253 -3.077
In -4.038 3.471 -1.534
C -5.503 1.758 -1.743
C -6.747 1.956 -0.985
N -7.512 2.976 -1.074
H 2.763 3.200 -1.223
H -1.366 2.651 -0.775
H -0.800 1.020 -1.124
H -0.513 2.361 -3.579
H -1.763 1.203 -3.211
H -2.961 3.039 -4.014
H -1.960 4.233 -3.215
H -4.807 5.047 -1.699
H -3.348 3.312 0.118
H -5.006 0.852 -1.386
H -5.731 1.648 -2.807
H -7.013 1.146 -0.282
H -8.306 2.866 -0.446
C 2.275 -0.477 -1.655
C 2.520 -1.928 -1.969
O 1.718 -2.597 -2.583
C 3.817 -2.524 -1.478
H 1.316 -0.168 -2.064
H 2.268 -0.322 -0.576
H 3.060 0.143 -2.092
H 3.858 -2.445 -0.391
H 4.666 -1.985 -1.903
H 3.870 -3.572 -1.768
C 0.017 -2.773 1.181
C 1.101 -1.989 1.872
O 2.205 -1.870 1.381
C 0.752 -1.349 3.188
H 0.386 -3.178 0.241
H -0.325 -3.583 1.829
H -0.841 -2.126 0.989
H 0.452 -2.110 3.911
H -0.093 -0.670 3.053
H 1.608 -0.796 3.568
C -0.419 -1.263 -5.268
C -1.229 -0.664 -6.392
O -1.968 0.274 -6.223
C -1.074 -1.312 -7.752
H -0.606 -0.723 -4.344
H -0.683 -2.314 -5.136
H 0.646 -1.221 -5.502
H -1.354 -2.366 -7.697
H -0.031 -1.265 -8.073
H -1.704 -0.802 -8.476
C 4.262 0.589 2.015
C 4.570 0.138 3.418
O 3.767 0.218 4.319
C 5.950 -0.435 3.647
H 3.244 0.968 1.958
H 4.957 1.373 1.708
H 4.363 -0.256 1.333
H 6.710 0.306 3.389
H 6.102 -1.302 3.001
H 6.061 -0.728 4.688
C 0.089 -1.576 7.264
C -1.187 -1.234 6.531
O -1.650 -1.968 5.689
C -1.849 0.072 6.896
H 0.469 -2.532 6.912
H 0.838 -0.801 7.093
H -0.099 -1.629 8.338
H -1.162 0.901 6.717
H -2.110 0.077 7.956
H -2.746 0.208 6.297
*
```

- E_HOMO (eV) = -4.401

***

Below is a molecular structure, C10H27F3N3O3PTa at a distorted geometry, with properties calculated with wB97M-V/def2-TZVPD.

```
! wB97M-V def2-TZVPD RIJCOSX def2/J DEFGRID3
* xyz -1 1
C -2.493 -3.275 0.417
C -2.754 -2.225 -0.645
O -2.544 -0.950 -0.023
P -2.360 0.229 -1.094
O -3.419 0.113 -2.090
C -0.756 0.078 -1.915
C 0.239 -0.909 -1.237
Ta 2.181 0.061 -0.499
C 3.427 -1.757 -1.195
C 1.858 -0.879 1.593
C 0.967 -0.034 2.505
N -0.317 0.124 1.800
N 0.728 -0.728 3.790
N 1.507 1.303 2.716
C 2.688 0.996 -2.585
F 2.411 2.328 -2.636
F 2.050 0.456 -3.641
F 4.003 0.952 -2.895
O -2.479 1.521 -0.171
C -2.090 2.741 -0.797
C -1.952 3.800 0.291
H -2.813 -2.852 1.362
H -1.441 -3.510 0.509
H -3.087 -4.160 0.248
H -2.071 -2.380 -1.469
H -3.780 -2.305 -0.964
H -0.978 -0.284 -2.904
H -0.256 1.028 -2.052
H -0.189 -1.419 -0.388
H 0.490 -1.692 -1.949
H 1.220 1.588 -0.098
H 3.761 0.784 0.164
H 3.073 -2.665 -0.714
H 4.475 -1.631 -0.941
H 3.361 -1.879 -2.271
H 2.807 -0.984 2.114
H 1.373 -1.840 1.447
H -0.919 0.765 2.317
H -0.795 -0.773 1.845
H 1.263 -0.273 4.523
H -0.244 -0.573 4.040
H 2.481 1.329 2.435
H 1.041 1.965 2.109
H -2.821 3.081 -1.524
H -1.133 2.676 -1.298
H -1.087 4.424 0.122
H -1.768 3.267 1.215
H -2.860 4.369 0.434
*
```

- E_HOMO (eV) = -5.149

***

Below is a single C23H23ClN2O4S molecule at a distorted geometry, with properties calculated with wB97M-V/def2-TZVPD.

```
! wB97M-V def2-TZVPD RIJCOSX def2/J DEFGRID3
* xyz 0 1
C -0.082 1.167 7.108
C 0.548 0.909 5.636
O -0.280 -0.100 4.985
C 0.006 -0.497 3.887
C -0.792 -1.282 3.430
C -0.738 -2.005 2.241
C 0.251 -1.630 1.529
N 0.793 -2.340 0.198
C 1.958 -2.157 -0.339
C 2.480 -1.224 -1.302
O 3.037 -0.252 -0.688
N 1.813 -1.071 -2.468
C 2.292 0.009 -3.370
C 1.121 1.018 -3.410
C 1.135 2.088 -2.266
C 0.198 3.043 -2.228
C -0.724 2.908 -3.390
Cl -2.080 4.418 -3.285
C -0.611 2.222 -4.351
C -0.089 1.058 -4.350
S -0.537 -2.399 -0.872
O -1.581 -3.525 -0.322
O 0.130 -3.069 -2.102
C -1.545 -1.095 -1.258
C -1.479 0.218 -0.542
C -2.238 1.181 -0.878
C -2.869 1.065 -2.201
C -3.061 -0.117 -2.833
C -2.111 -1.111 -2.438
C 1.434 -0.713 1.928
C 1.201 -0.185 3.212
H -0.007 0.251 7.708
H -0.899 1.635 6.859
H 0.531 1.952 7.627
H 1.555 0.303 5.972
H 0.687 1.744 5.129
H -1.621 -1.832 3.933
H -1.447 -2.624 1.694
H 2.031 -3.106 -1.151
H 2.619 -2.331 0.406
H 1.308 -1.908 -2.742
H 3.091 0.484 -3.040
H 2.327 -0.551 -4.324
H 1.868 1.889 -1.451
H 0.038 3.540 -1.368
H -1.566 2.077 -5.022
H 0.136 0.387 -5.159
H -0.763 0.122 0.235
H -1.856 1.974 -0.389
H -3.698 1.848 -2.291
H -3.602 -0.195 -3.765
H -2.312 -2.204 -2.975
H 2.204 -0.597 1.338
H 1.797 0.610 3.517
*
```

- SMILES string = CCOc1ccc(N(CC(=O)NCc2ccc(Cl)cc2)S(=O)(=O)c2ccccc2)cc1
- relative energy (zero: lowest compared OMol25 entry of this formula, charge and spin) (kcal/mol) = 421.04
- E_HOMO (eV) = -8.282